No. 1
Formula: C49H61BKN4O2P
Source: the OMol25 dataset
Level of theory: ωB97M-V/def2-TZVPD

Element x y z (Å)
K -0.625553 -0.897776 0.335098
O -1.910664 -2.358663 -2.784059
N -2.531385 -1.715003 -1.705216
C -3.700335 -1.309518 -2.018693
C -4.547754 -0.551569 -1.087998
C -5.507870 -1.309292 -0.453199
C -6.305717 -0.684048 0.503966
C -6.194722 0.695904 0.703018
C -5.240622 1.429492 0.002201
C -4.347378 0.796085 -0.887418
P -2.879415 1.656300 -1.657838
C -3.722445 3.254635 -1.944724
C -3.658604 4.392021 -1.088696
C -4.228934 5.587001 -1.486767
C -4.992126 5.625794 -2.642734
C -5.157346 4.506575 -3.423178
C -4.526873 3.313048 -3.068711
C -1.907719 1.991672 -0.127657
C -2.215469 1.550355 1.172263
C -1.405576 1.865645 2.225529
C -0.206086 2.622894 2.024669
C 0.052588 3.106273 0.767831
C -0.765282 2.762880 -0.301104
H -0.996539 -2.469119 -2.475570
H -4.077802 -1.575881 -3.005351
H -5.566718 -2.354310 -0.674582
H -7.077040 -1.262333 1.016949
H -6.912373 1.166140 1.366256
H -5.137321 2.492421 0.252019
H -3.070896 4.236925 -0.193316
H -4.190575 6.418690 -0.766175
H -5.386586 6.604554 -2.922209
H -5.830211 4.517563 -4.290633
H -4.635403 2.431828 -3.706295
H -3.053471 0.899689 1.329290
H -1.605907 1.394059 3.138083
H 0.607485 2.728385 2.795720
H 0.986908 3.654502 0.592998
H -0.486992 3.099540 -1.304443
C 0.396525 -4.756451 0.229750
C 1.586703 -4.021190 -0.353971
C 2.783831 -4.929244 -0.345359
C 1.324643 -3.592415 -1.745128
C 0.802795 -4.538383 -2.611092
C 0.684802 -4.239356 -3.974579
C 1.018698 -2.965055 -4.387487
C 1.603091 -2.039093 -3.535045
C 1.752835 -0.603411 -4.135751
C 3.123217 -0.025763 -4.485404
C 0.935082 0.435855 -3.336187
C 1.842413 -2.339672 -2.211067
N 2.578100 -1.525712 -1.377119
B 2.123809 -0.699167 -0.289800
N 3.337278 -0.064950 0.152479
C 4.421071 -0.593353 -0.527788
C 3.977667 -1.424446 -1.482419
C 3.456055 1.110883 0.875281
C 3.684635 2.270519 0.193775
C 3.812003 3.469913 0.937682
C 3.679166 3.444770 2.320988
C 3.348712 2.254936 2.986465
C 3.332082 1.068784 2.273497
C 3.302732 -0.249483 2.980667
C 4.501577 -0.485942 3.887810
C 2.001776 -0.529747 3.720505
C 3.872229 2.266484 -1.289091
C 5.334575 2.537077 -1.736364
C 3.036362 3.324048 -1.988066
H 0.596399 -4.917584 1.295000
H 0.239141 -5.748413 -0.186554
H -0.471310 -4.126695 0.211162
H 1.704117 -3.171897 0.301816
H 2.614684 -5.805316 -0.953182
H 3.103536 -5.214983 0.677422
H 3.669439 -4.439608 -0.791906
H 0.410269 -5.459103 -2.245485
H 0.247844 -4.944182 -4.700706
H 0.790391 -2.668391 -5.395930
H 1.220803 -0.647897 -5.084894
H 3.746400 0.121590 -3.632412
H 3.013449 0.962617 -4.950762
H 3.658718 -0.612491 -5.213031
H 1.406453 0.619800 -2.360312
H -0.098676 0.079565 -3.197155
H 0.923452 1.347224 -3.888056
H 5.419907 -0.235129 -0.329133
H 4.542545 -2.066567 -2.117960
H 4.074034 4.418071 0.432711
H 3.730763 4.353024 2.872749
H 3.276433 2.237558 4.081967
H 3.388979 -1.050175 2.226064
H 4.438822 0.128430 4.774702
H 5.424421 -0.344034 3.345865
H 4.444900 -1.542405 4.204313
H 1.977215 0.086022 4.659729
H 1.961686 -1.601954 4.020152
H 1.139975 -0.367742 3.105874
H 3.553012 1.286429 -1.659983
H 5.583777 3.583909 -1.832999
H 5.514792 2.099599 -2.721611
H 6.078403 2.120275 -1.071141
H 3.136828 4.325413 -1.558998
H 1.984869 3.082036 -1.966309
H 3.385149 3.259597 -3.007824
C -4.016683 -0.826363 3.417364
N -3.225987 -1.670639 4.301195
C -3.710637 -1.800453 5.680872
C -2.144799 -2.353409 3.846931
C -1.459266 -3.284086 4.847433
O -1.730883 -2.218207 2.710103
H -3.986957 0.256611 3.745021
H -5.056517 -1.118352 3.497183
H -3.743331 -0.879012 2.331882
H -3.073270 -1.313393 6.425276
H -3.770948 -2.847961 5.984850
H -4.736898 -1.419023 5.723250
H -1.427838 -2.760354 5.789622
H -0.435048 -3.531583 4.484531
H -2.008350 -4.254129 4.914786

Atoms 1-2, force components in eV/Å:
-0.4326 -0.1654 0.3651
-0.1591 0.1719 0.5638

Calculated values
F_max: 2.44 eV Å⁻¹
electronic energy: -88147.5904 eV
2S+1: 1
total charge: 0

=====

No. 2
Formula: C49H62IN7OSeW
Source: the OMol25 dataset
Level of theory: ωB97M-V/def2-TZVPD

Element x y z (Å)
W 0.029282 0.084958 0.249521
C -4.405718 3.807458 -2.743879
C -3.963718 3.888558 -1.279679
C -2.586018 3.341958 -1.124479
C -1.395418 4.014458 -1.185079
C -1.172018 5.479958 -1.339879
C -0.964018 5.869058 -2.806279
C -0.360518 3.026858 -1.100679
C 0.989082 3.281558 -1.263879
C 1.993282 2.309058 -1.194679
C 3.385882 2.530658 -1.235379
C 4.046482 3.835158 -1.541879
C 3.980782 4.243358 -3.015979
C 3.985882 1.348358 -0.782279
C 2.945982 0.473858 -0.471079
C 2.925582 -0.741942 0.394921
C 2.273882 -1.892742 -0.280979
N 0.938382 -1.744642 -0.517179
C 0.485682 -3.018942 -0.842579
C -0.854418 -3.296042 -1.091979
C -1.832118 -2.330342 -1.186679
N -1.629818 -0.966042 -1.069779
C -2.880218 -0.417642 -1.231179
C -3.188218 0.927458 -1.122979
C -2.262418 1.952758 -0.996579
N -0.902218 1.758858 -0.917579
C -3.870618 -1.436442 -1.482279
C -3.215818 -2.630442 -1.429479
C -3.781318 -4.006742 -1.507579
C -3.611218 -4.640942 -2.887879
C -5.320318 -1.204242 -1.742779
C -5.604318 -0.963542 -3.228379
C 1.556182 -3.938942 -0.819379
C 2.697482 -3.206942 -0.482479
C 4.093182 -3.730542 -0.402679
C 4.682382 -3.881742 -1.804879
C 1.431382 -5.420042 -0.954479
C 0.960682 -6.029442 0.372221
N 1.719082 1.016358 -0.745079
C 5.442582 1.116858 -0.547479
C 5.853682 1.539758 0.866021
H -5.399118 4.233358 -2.869279
H -4.418718 2.774058 -3.082879
H -3.711118 4.354658 -3.376779
H -4.667318 3.337358 -0.652579
H -3.982518 4.931058 -0.957179
H -0.300818 5.785058 -0.756379
H -2.035918 6.020458 -0.948779
H -0.156218 5.289458 -3.248379
H -0.719718 6.926758 -2.889279
H -1.868718 5.684058 -3.379979
H 1.291282 4.297158 -1.459879
H 5.093082 3.791658 -1.240979
H 3.563582 4.610358 -0.938879
H 4.571682 3.565458 -3.627279
H 4.380382 5.247158 -3.146579
H 2.955982 4.234458 -3.377079
H 3.937582 -0.995442 0.723621
H -1.142218 -4.328342 -1.206379
H -4.222318 1.208358 -1.241079
H -4.843718 -3.967042 -1.264879
H -3.296818 -4.630742 -0.752779
H -4.149618 -4.067942 -3.638579
H -4.004718 -5.654742 -2.881079
H -2.562118 -4.673242 -3.170879
H -5.674618 -0.348242 -1.165479
H -5.883918 -2.079042 -1.410379
H -5.056318 -0.096342 -3.591179
H -6.668318 -0.794442 -3.379079
H -5.301118 -1.827342 -3.815379
H 4.090682 -4.701142 0.098821
H 4.716782 -3.051842 0.183121
H 4.077182 -4.560242 -2.398479
H 5.693682 -4.274642 -1.757479
H 4.707982 -2.918742 -2.305879
H 2.395782 -5.851042 -1.226079
H 0.717382 -5.666242 -1.743779
H 1.691782 -5.841942 1.155421
H 0.828882 -7.103842 0.269821
H 0.016782 -5.586042 0.680421
H 6.026482 1.684658 -1.274379
H 5.676182 0.061458 -0.694079
H 5.572082 2.572858 1.057521
H 6.930382 1.451958 0.988721
H 5.372082 0.917958 1.614921
Se 1.444482 2.920558 1.611221
N -0.011518 1.800558 1.570921
C -0.794018 2.161458 2.642221
C -2.077718 1.683458 2.893421
C -2.749818 2.131458 4.013721
C -2.163118 3.034558 4.901821
C -0.908818 3.542458 4.666621
C -0.222518 3.145958 3.510921
N 0.964182 3.652958 3.134221
H -2.533918 0.982058 2.203321
H -3.745518 1.772058 4.214921
H -2.708618 3.346558 5.779321
H -0.447018 4.258558 5.325421
C 1.063982 -0.567642 3.848321
C 2.085382 -1.135942 2.851321
C 3.477482 -0.939042 3.476421
C 1.836382 -2.635842 2.660721
C 1.933582 -0.313542 1.543021
H 1.057482 -1.140642 4.774121
H 0.055282 -0.575342 3.424121
H 1.320482 0.460458 4.101021
H 3.531982 -1.457542 4.432721
H 3.670782 0.118858 3.648121
H 4.264082 -1.338342 2.840321
H 1.653482 -3.103042 3.628721
H 2.704682 -3.123542 2.226321
H 0.985382 -2.811142 2.004121
H 2.341082 0.671758 1.857021
N -1.528718 -2.856442 2.231921
C -2.044718 -1.641942 1.760821
O -1.094118 -0.746542 1.411221
C -3.360418 -1.434742 1.631821
I -3.916718 -1.261342 5.088821
H -0.836618 -2.731642 2.960521
H -2.275518 -3.452342 2.560421
H -4.054818 -2.198542 1.925521
H -3.774018 -0.528742 1.236221

Atoms 1-2, force components in eV/Å:
-0.5392 0.0774 -3.0243
-0.1102 0.0890 0.1357

Calculated values
F_max: 3.07 eV Å⁻¹
electronic energy: -139570.5790 eV
ΔE to the lowest compared entry with this formula, charge and spin: 120.6 kJ/mol
2S+1: 1
total charge: 0